No. 1
Formula: C3H6N3
Source: OMol25
Level of theory: wB97M-V/def2-TZVPD

Its calculated total energy is -7664.91120 eV. Its energy above the lowest of the compared OMol25 structures with the same formula, charge and spin is 6.4651 eV. The value obtained for the LUMO energy (alpha / beta) is -4.87 / -4.87 eV. The calculation puts the HOMO energy (alpha / beta) at -14.1920 / -14.1915 eV.

The geometry in ORCA input format:
```
! RIJCOSX wB97M-V def2-TZVPD def2/J DEFGRID3
* xyz 1 1
C -0.651 1.233 0.063
C 0.052 -1.024 0.071
C 1.152 -0.005 0.295
N 2.258 0.275 -0.577
N 2.504 0.139 0.628
N -1.127 -0.097 -0.090
H -0.830 1.736 0.915
H -0.570 1.690 -0.807
H 0.198 -1.592 -0.866
H 0.167 -1.840 0.887
H -1.731 -0.418 0.622
H -1.421 -0.096 -1.141
*
```

***

No. 2
Formula: C7H8NO6P
Source: OMol25
Level of theory: wB97M-V/def2-TZVPD

As for the expectation value of S²: 2.010. Its calculated total energy is -30448.14625 eV. The value obtained for the LUMO energy (alpha / beta) is 5.88 / 5.83 eV. The calculation puts the HOMO energy (alpha / beta) at 2.2032 / -1.1039 eV.

The geometry in ORCA input format:
```
! RIJCOSX wB97M-V def2-TZVPD def2/J DEFGRID3
* xyz -2 3
C -3.315 1.089 -0.163
C 0.365 -2.192 -0.030
C 2.157 -0.880 -0.366
C 1.850 1.049 -1.238
C -2.142 0.303 0.636
C -0.856 0.023 -0.106
C 0.197 -0.914 0.721
N 1.515 -0.461 0.829
O -4.430 1.168 0.381
O -0.302 -3.205 -0.011
O -2.944 1.439 -1.279
O 1.486 -2.052 -0.718
O 3.253 1.613 0.983
O 0.981 1.309 -2.232
P 1.868 1.333 0.752
H 3.209 -0.950 -0.476
H 2.907 1.259 -1.563
H -2.583 -0.720 0.907
H -2.046 0.987 1.588
H -1.152 -0.569 -1.038
H -0.290 1.015 -0.339
H -0.320 -0.969 1.619
H 0.077 1.238 -1.942
*
```

***

No. 3
Formula: C4H5NO
Source: OMol25
Level of theory: wB97M-V/def2-TZVPD

Its SMILES is Oc1cc[nH]c1. Its calculated total energy is -7763.53190 eV. Its energy above the lowest of the compared OMol25 structures with the same formula, charge and spin is 2.9946 eV. The value obtained for the LUMO energy is 0.91 eV. The calculation puts the HOMO energy at -8.0694 eV.

The geometry in ORCA input format:
```
! RIJCOSX wB97M-V def2-TZVPD def2/J DEFGRID3
* xyz 0 1
O -2.288 -0.482 0.045
C -0.992 -0.073 0.008
C 0.342 -1.385 -0.099
C 1.424 -0.585 0.113
N 1.095 0.829 0.015
C -0.269 1.058 0.063
H -2.793 0.011 -0.618
H -0.062 -2.323 -0.216
H 2.505 -0.825 0.330
H 1.605 1.585 0.371
H -0.568 2.190 -0.011
*
```

***

No. 4
Formula: C2H5NO
Source: OMol25
Level of theory: wB97M-V/def2-TZVPD

Its SMILES is CNC=O. Its calculated total energy is -5692.27547 eV. Its energy above the lowest of the compared OMol25 structures with the same formula, charge and spin is 0.9541 eV. The value obtained for the LUMO energy is 0.90 eV. The calculation puts the HOMO energy at -9.7780 eV.

The geometry in ORCA input format:
```
! RIJCOSX wB97M-V def2-TZVPD def2/J DEFGRID3
* xyz 0 1
C -1.779 0.113 0.066
N -0.396 -0.346 -0.099
C 0.753 0.365 -0.058
O 1.865 -0.119 0.084
H -2.015 0.738 -0.802
H -2.052 0.618 0.944
H -2.305 -0.915 0.089
H -0.174 -1.362 -0.135
H 0.553 1.424 -0.121
*
```

***

No. 5
Formula: C20H44BNO5P
Source: OMol25
Level of theory: wB97M-V/def2-TZVPD

Its calculated total energy is -43142.16141 eV. The value obtained for the LUMO energy is 2.46 eV. The calculation puts the HOMO energy at -2.9095 eV.

The geometry in ORCA input format:
```
! RIJCOSX wB97M-V def2-TZVPD def2/J DEFGRID3
* xyz -1 1
C 3.461 0.579 -3.024
C 3.073 2.081 -2.926
B 1.642 2.164 -3.616
O 1.622 2.446 -4.997
P 0.050 1.817 -2.493
C -1.042 3.206 -3.280
N -1.473 4.182 -2.272
C -2.901 4.172 -1.996
C -0.629 0.444 -3.769
C -1.932 -0.162 -3.360
C -3.084 0.200 -4.079
C -4.351 -0.266 -3.732
C -4.482 -1.135 -2.663
C -3.355 -1.531 -1.948
C -2.083 -1.045 -2.277
C -0.914 -1.494 -1.445
H 3.254 0.062 -2.095
H 2.850 0.080 -3.780
H 4.498 0.441 -3.321
H 3.004 2.348 -1.876
H 3.830 2.677 -3.437
H 1.949 3.338 -5.144
H -1.108 1.538 -1.600
H 0.597 2.807 -1.502
H 0.816 0.775 -1.767
H -0.569 3.733 -4.115
H -1.939 2.723 -3.675
H -0.968 4.017 -1.407
H -3.069 4.559 -0.989
H -3.420 4.850 -2.675
H -3.341 3.172 -2.031
H 0.123 -0.347 -3.796
H -0.742 0.875 -4.761
H -2.958 0.867 -4.918
H -5.198 0.068 -4.313
H -5.455 -1.512 -2.373
H -3.447 -2.224 -1.124
H -0.795 -0.783 -0.630
H 0.007 -1.455 -2.013
H -1.080 -2.476 -1.013
C -3.307 -3.636 4.022
O -2.148 -4.449 4.039
C -1.841 -5.013 2.772
C -0.748 -4.248 2.061
O -1.164 -2.942 1.712
C -0.673 -1.934 2.576
H -3.328 -3.072 4.953
H -3.297 -2.936 3.184
H -4.210 -4.255 3.965
H -2.737 -5.058 2.145
H -1.500 -6.039 2.948
H -0.504 -4.770 1.129
H 0.157 -4.216 2.675
H 0.387 -1.744 2.375
H -0.802 -2.202 3.629
H -1.235 -1.023 2.372
C 3.871 -1.181 3.794
O 3.051 -0.247 3.122
C 2.145 0.431 3.978
C 2.630 1.821 4.321
O 3.817 1.791 5.103
C 4.989 2.036 4.347
H 4.669 -1.468 3.111
H 4.315 -0.755 4.698
H 3.297 -2.077 4.060
H 1.969 -0.151 4.888
H 1.195 0.515 3.440
H 1.862 2.325 4.916
H 2.785 2.401 3.407
H 5.069 3.100 4.095
H 5.008 1.447 3.428
H 5.842 1.757 4.964
*
```